Density functional theory data (ωB97M-V/def2-TZVPD) for one molecule with the formula C23H26N2O6S.

```
! wB97M-V def2-TZVPD RIJCOSX def2/J DEFGRID3
* xyz 0 1
C -4.308 -2.040 -2.962
O -5.021 -1.619 -1.822
C -4.472 -0.648 -1.046
C -5.204 -0.258 0.077
C -4.740 0.716 0.938
C -3.517 1.342 0.700
O -2.957 2.304 1.469
C -3.526 2.556 2.738
C -2.800 0.946 -0.422
S -1.176 1.639 -0.708
O -1.223 3.059 -0.876
O -0.553 0.873 -1.755
N -0.311 1.336 0.711
C 0.014 -0.031 0.869
C 1.082 -0.600 0.199
N 2.016 0.077 -0.486
C 2.245 1.505 -0.545
C 2.800 2.020 0.790
C 4.194 1.464 1.065
C 5.146 1.838 -0.066
C 4.634 1.288 -1.394
C 3.224 1.803 -1.682
C 1.197 -2.053 0.282
C 2.156 -2.810 -0.405
C 2.211 -4.181 -0.285
C 1.307 -4.850 0.531
C 0.351 -4.137 1.217
C 0.291 -2.749 1.097
O -0.673 -2.130 1.812
C -0.880 -0.784 1.697
O -1.805 -0.296 2.324
C -3.248 -0.033 -1.284
H -4.927 -2.804 -3.429
H -3.339 -2.472 -2.692
H -4.153 -1.216 -3.665
H -6.147 -0.747 0.265
H -5.330 0.973 1.802
H -4.536 2.967 2.650
H -2.878 3.295 3.206
H -3.541 1.642 3.338
H -0.867 1.680 1.487
H 2.675 -0.474 -1.009
H 1.299 2.010 -0.752
H 2.842 3.109 0.745
H 2.114 1.744 1.591
H 4.143 0.376 1.159
H 4.567 1.860 2.011
H 6.145 1.445 0.138
H 5.220 2.925 -0.130
H 4.647 0.195 -1.355
H 5.301 1.589 -2.204
H 2.839 1.370 -2.608
H 3.263 2.885 -1.815
H 2.871 -2.329 -1.055
H 2.961 -4.736 -0.828
H 1.353 -5.924 0.625
H -0.368 -4.622 1.858
H -2.607 -0.286 -2.112
*
```

**Energy relative to the best compared isomer or geometry (same formula, charge and spin)**: 67.7 kcal per mole
**Energy**: -1851.18722 hartree
**Orbital gap**: 8.3 eV
**E_HOMO**: -8.007 eV